(1)
This record from OMol25 describes C13H36ClO15S5 as an isolated structure in a non-equilibrium geometry. The level of theory is ωB97M-V/def2-TZVPD.

Values from the calculation:
- Kohn-Sham gap (eV) = 7.835
- maximum force (eV/Å) = 6.744
- ΔE to the lowest compared entry with this formula, charge and spin (kJ/mol) = 1444.5
- total charge = -1
- HOMO level (Ha) = -0.211
- multiplicity = 1
- molecular weight (g/mol) = 628.2

Cartesian coordinates (Å):
C (-1.721, 0.620, 1.581)
H (1.156, -2.002, -3.136)
O (-2.031, -2.248, -4.084)
S (-1.662, -4.006, -1.813)
H (0.552, -4.113, -2.904)
H (3.105, 1.725, 0.609)
O (-0.176, -1.277, 0.869)
H (-2.802, 2.367, 6.799)
H (-0.400, 0.574, -5.647)
H (-2.817, 1.928, 2.820)
S (-1.515, 0.822, 5.485)
O (-0.206, 0.892, 6.124)
H (0.321, 2.264, -2.971)
S (-0.804, -1.539, -4.678)
O (-2.506, -0.252, 5.605)
H (-3.004, 0.317, 3.299)
H (0.125, -2.480, -2.510)
C (-2.421, 2.421, 5.780)
H (2.887, 0.547, -0.841)
C (1.501, 2.681, 1.321)
O (0.539, 3.908, -0.409)
O (2.810, -1.688, 1.062)
H (-0.178, 1.351, -1.488)
C (-1.937, -3.062, -0.264)
C (-2.237, 1.016, 2.966)
H (-1.275, 1.509, 1.134)
H (-1.876, -1.979, -0.370)
H (-0.908, -0.105, 1.615)
H (1.915, -1.420, -0.787)
H (-2.184, 0.212, -5.622)
C (-1.250, 0.226, -5.060)
H (-1.109, -3.437, 0.336)
Cl (-0.332, -0.328, -0.128)
H (2.009, 2.081, 0.566)
O (4.910, -1.063, -0.176)
O (0.619, -0.581, -1.196)
O (0.086, 0.867, 0.580)
H (0.657, -3.567, -1.200)
H (3.183, -4.202, -0.021)
H (3.756, -3.056, -1.134)
H (1.196, -0.445, -3.524)
H (-2.912, -3.186, 0.208)
H (2.229, -3.710, -1.557)
H (1.142, -2.434, 0.220)
S (-0.715, 3.863, -1.540)
H (1.290, 2.087, 2.211)
C (2.163, -2.234, -0.106)
H (-1.256, 0.670, -4.064)
H (-0.096, -0.974, -2.418)
S (3.990, -0.531, 0.824)
C (-0.446, 2.123, -2.209)
H (0.093, 4.393, 1.437)
O (-1.585, -5.454, -1.283)
H (1.843, 0.621, 0.626)
C (0.438, -1.207, -3.339)
O (-0.489, 4.889, -2.558)
H (2.308, 3.330, 1.661)
H (-1.807, 3.318, 5.691)
O (-1.231, 1.175, 3.926)
C (0.285, 3.474, 0.883)
H (-1.403, 1.780, -2.604)
O (-1.701, -0.289, -0.504)
C (2.853, 0.734, 0.232)
H (-0.573, 2.818, 1.030)
O (-2.033, 3.815, -0.873)
C (0.091, -3.501, -2.129)
H (-2.556, 0.148, 1.063)
H (-3.278, 2.423, 5.106)
O (4.555, -0.200, 2.172)
C (2.829, -3.421, -0.693)

---

(2)
This record from OMol25 describes a 6-piece molecular cluster, C13H38O6 overall in a non-equilibrium geometry. The level of theory is ωB97M-V/def2-TZVPD.

Values from the calculation:
- Kohn-Sham gap (eV) = 6.726
- maximum force (eV/Å) = 4.801
- ΔE to the lowest compared entry with this formula, charge and spin (kJ/mol) = 313.6
- HOMO level (Ha) = -0.229
- multiplicity = 1
- molecular weight (g/mol) = 290.4

Cartesian coordinates (Å):
H (3.136, -2.325, -3.985)
H (3.562, -1.813, 2.641)
H (-3.467, 1.039, -1.015)
H (-1.696, 1.786, 3.775)
C (1.979, -0.492, -3.674)
C (3.483, -0.948, 1.983)
H (3.807, -1.231, 0.981)
H (1.612, 0.701, -1.865)
C (0.483, 3.686, -2.789)
H (-2.822, 0.441, 6.392)
C (-2.780, -2.013, -2.789)
C (-3.687, 0.017, -1.326)
H (-0.209, 0.004, 4.805)
H (-0.973, 1.061, -0.802)
H (0.018, -1.088, 2.425)
H (1.324, -2.321, 2.566)
O (0.646, 3.651, -1.415)
H (-4.754, 0.031, -1.549)
H (3.292, 0.562, -2.319)
C (0.948, -1.467, 2.003)
C (-2.714, -0.492, -2.427)
O (1.800, 0.419, 0.839)
H (0.839, -1.854, 0.990)
H (4.147, -0.152, 2.320)
H (2.433, -0.758, -1.514)
O (-1.433, -0.125, -1.946)
H (-0.118, 2.368, -0.446)
H (1.684, 0.390, -4.243)
H (-2.819, -0.001, -3.395)
H (-0.796, -0.391, -2.614)
H (4.077, -0.929, -4.504)
H (-1.569, 1.607, 6.397)
H (-1.360, 0.554, 2.635)
H (-0.456, 4.163, -3.071)
H (-2.486, -2.464, -1.840)
H (-3.771, -2.338, -3.106)
H (1.209, 4.312, -3.307)
H (1.204, -2.085, -3.102)
C (-1.753, 0.550, 6.206)
C (-1.823, 0.716, 3.609)
H (-2.711, -1.304, 5.035)
O (0.839, -1.257, -3.422)
H (2.720, -1.410, -5.437)
H (-0.105, 1.114, 0.492)
C (2.050, -0.369, 1.953)
O (-0.641, 1.636, -0.109)
H (-1.234, -0.019, 6.977)
H (2.030, 0.222, 2.869)
H (-2.862, 0.392, 3.546)
C (3.066, -1.323, -4.408)
C (-1.297, -0.041, 4.850)
H (2.477, 1.096, 0.761)
C (2.350, 0.014, -2.279)
H (0.361, 2.689, -3.214)
H (-3.505, -0.609, -0.453)
H (-1.940, -2.261, -3.438)
O (-1.794, -1.339, 4.753)

---

(3)
This record from OMol25 describes C13H39N8O9V as an isolated structure in a non-equilibrium geometry. The level of theory is ωB97M-V/def2-TZVPD.

Values from the calculation:
- Kohn-Sham gap (eV) = 4.572
- maximum force (eV/Å) = 5.885
- ΔE to the lowest compared entry with this formula, charge and spin (kJ/mol) = 842.1
- HOMO level (Ha) = -0.261
- multiplicity = 1
- molecular weight (g/mol) = 502.4

Cartesian coordinates (Å):
H (1.158, -2.293, 5.925)
C (2.926, 2.525, 3.884)
H (-1.049, -1.952, -5.019)
C (-1.725, 0.217, -4.737)
C (-5.234, -1.300, 0.579)
O (4.287, 4.196, -4.688)
H (-0.232, -3.043, 6.712)
H (-2.220, -2.691, 4.067)
C (-3.997, -2.209, 0.457)
O (1.410, -1.318, 0.264)
H (2.200, 4.094, 4.893)
H (4.782, 2.026, 4.645)
H (1.058, 3.410, 3.780)
C (1.954, 4.128, -5.330)
H (2.141, 3.779, -6.345)
O (-1.822, 2.102, 2.958)
N (1.988, 3.419, 4.172)
H (-3.438, -4.122, -0.474)
H (-1.280, 1.073, -4.231)
N (3.922, 2.554, 4.694)
H (4.525, 3.785, -5.522)
H (0.983, 3.727, -5.038)
H (-1.182, 0.376, -6.746)
H (-5.526, -0.903, -0.394)
H (-2.592, 0.783, 4.850)
H (-1.935, -3.540, 5.677)
C (-4.290, -3.446, -0.394)
O (-2.892, -0.172, -4.010)
C (-2.103, 0.510, -6.179)
H (-2.235, 1.574, -6.375)
H (4.055, 1.797, -3.707)
H (5.393, -3.002, 1.720)
C (-2.491, 2.479, 3.850)
H (3.745, -5.955, 0.242)
H (-2.921, -0.081, -6.591)
H (3.983, 3.378, 5.275)
H (2.596, 3.798, -3.378)
N (3.912, -4.974, 0.072)
O (-2.862, -1.538, 0.015)
N (-3.093, 3.623, 3.999)
V (0.335, -0.279, 0.646)
H (-5.133, -4.087, -0.140)
H (3.283, -4.296, -0.333)
C (-0.512, -2.427, 4.848)
H (2.310, 1.641, -4.124)
O (0.296, 0.898, -0.473)
H (3.567, 1.580, -5.336)
H (-0.238, -1.174, -3.681)
H (-6.140, -1.877, 0.764)
C (3.269, 2.073, -4.410)
H (-3.126, 2.178, 5.736)
N (0.183, -2.558, 5.929)
N (-1.699, -2.946, 4.894)
H (-3.047, 4.406, 3.363)
C (3.065, 3.618, -4.345)
H (1.807, 5.201, -5.206)
H (-4.412, -3.115, -1.426)
H (-3.972, -2.746, 1.405)
C (-0.614, -1.008, -4.691)
H (0.218, -0.736, -5.341)
O (-0.027, -1.990, 3.815)
H (-2.550, -0.402, -3.143)
H (-5.251, -0.565, 1.383)
O (5.700, -5.172, 1.435)
N (4.914, -3.241, 0.863)
N (-2.598, 1.786, 4.970)
C (4.934, -4.526, 0.751)
H (-3.633, 3.749, 4.843)
H (4.326, -2.533, 0.448)
O (2.846, 1.726, 2.983)

---

(4)
This record from OMol25 describes a 6-piece molecular cluster, C13H40ClO21P4 overall in a non-equilibrium geometry. The level of theory is ωB97M-V/def2-TZVPD.

Values from the calculation:
- Kohn-Sham gap (eV) = 8.018
- maximum force (eV/Å) = 5.270
- ΔE to the lowest compared entry with this formula, charge and spin (kJ/mol) = 410.6
- total charge = -1
- HOMO level (Ha) = -0.209
- multiplicity = 1
- molecular weight (g/mol) = 691.8

Cartesian coordinates (Å):
H (-2.028, -6.104, 0.878)
P (-1.958, 2.554, 1.453)
H (1.089, -0.889, 3.897)
C (7.220, 2.276, -1.861)
O (1.070, -0.337, -0.871)
O (-2.263, 3.208, 2.926)
H (-4.141, -2.860, -3.093)
C (-1.377, 4.870, 0.244)
H (2.344, 1.730, 0.088)
C (-3.052, -2.912, -3.126)
H (2.437, 2.287, -1.653)
H (1.318, -2.919, 0.479)
O (4.205, 2.110, -0.731)
C (2.817, 2.392, -0.637)
H (7.980, 3.011, -2.126)
O (-3.048, -4.246, 0.517)
H (1.761, 1.672, -5.424)
C (5.519, 5.508, -1.819)
H (6.445, 5.660, -1.264)
C (-1.572, 4.347, 3.398)
H (-1.222, 4.148, 4.411)
O (-0.412, 1.377, -1.821)
H (-0.177, -2.981, -0.317)
H (-3.734, -6.282, 0.523)
O (-3.798, -1.926, -0.363)
O (1.958, -0.132, -4.335)
P (5.258, 3.307, -0.376)
O (-2.316, 3.825, 0.557)
H (0.832, 0.266, -5.941)
H (-2.579, -5.814, -0.731)
H (-2.194, 5.242, 3.427)
H (-2.613, -1.914, -3.149)
H (2.502, 3.425, -0.495)
H (6.571, 2.345, -2.734)
C (0.379, 1.520, 2.194)
H (-1.791, 5.662, -0.379)
O (0.011, -1.930, 1.599)
C (-2.497, -4.141, 3.687)
H (-2.162, -4.295, 4.713)
O (-5.076, -4.047, -0.868)
H (5.819, 5.513, -2.867)
H (-4.345, -5.658, -1.964)
H (-1.035, 5.494, 1.070)
O (4.900, 4.258, -1.618)
P (-3.695, -3.353, -0.613)
C (-2.855, -5.672, 0.314)
H (0.265, 1.266, -4.531)
O (-0.293, -0.976, -2.643)
H (0.148, -3.967, 1.152)
H (-2.883, -3.614, -3.942)
O (-2.808, -3.758, -1.999)
H (4.813, 6.303, -1.577)
H (-3.395, -3.529, 3.775)
C (1.119, 0.863, -5.075)
O (-0.942, -1.136, 3.950)
C (0.288, -1.201, 4.567)
H (-2.563, -5.102, 3.177)
C (0.250, -2.987, 0.686)
H (7.674, 1.288, -1.797)
O (6.675, 2.706, -0.578)
H (-0.756, 4.662, 2.748)
O (-2.827, 1.355, 1.176)
H (0.945, 0.902, 1.497)
Cl (-0.225, -0.084, -1.502)
H (-5.919, -5.877, -1.181)
O (-0.403, 2.355, 1.382)
P (-1.271, -1.940, 2.641)
O (4.982, 3.936, 0.986)
O (-2.498, -1.379, 2.010)
O (-1.325, -3.608, 2.981)
H (0.411, -0.578, 5.453)
O (-1.423, -0.493, -0.761)
H (0.465, -2.250, 4.806)
H (-0.288, 0.961, 2.851)
H (-5.616, -4.856, -2.669)
H (1.590, -0.304, -3.465)
H (-0.550, 4.507, -0.366)
C (-5.270, -5.158, -1.680)
H (1.132, 2.098, 2.729)